Entry 1:
C6H10O | the ωB97M-V functional and the def2-TZVPD basis

Atoms and positions in Å:
C 0.920 0.157 -0.496
C 0.306 1.374 0.080
C -1.127 0.666 0.468
C -0.689 -0.750 0.988
C -0.203 -0.912 -0.418
C -1.524 -0.206 -0.818
H 2.402 -1.136 -0.179
H 1.332 0.185 -1.579
H 0.735 1.441 1.055
H 0.203 2.365 -0.541
H -1.983 1.283 0.756
H 0.151 -0.379 1.656
H -1.294 -1.343 1.640
H 0.040 -1.892 -0.806
H -2.472 -0.814 -0.577
H -1.565 0.466 -1.721
O 2.044 -0.268 0.184

Lowest unoccupied orbital energy in eV: 0.95
Multiplicity: 1
Maximum force in Eh/bohr: 0.1161
Total charge: 0
Gap between HOMO and LUMO in eV: 10.72
Molecular weight in g mol⁻¹: 98.145

***

Entry 2:
C6H10O | the ωB97M-V functional and the def2-TZVPD basis

Atoms and positions in Å:
C -1.715 0.423 0.894
C -2.132 -0.245 -0.380
C -0.916 -0.738 0.378
C 0.486 -0.498 -0.164
C 0.342 0.547 -1.241
C 2.487 0.517 0.262
O 1.322 -0.001 0.864
H -1.253 1.403 0.811
H -2.317 0.262 1.784
H -3.013 -0.880 -0.391
H -1.984 0.314 -1.302
H -1.026 -1.682 0.907
H 0.901 -1.463 -0.514
H 0.450 0.030 -2.217
H 2.202 1.291 -0.472
H 3.069 -0.266 -0.253
H 3.096 0.984 1.035

Lowest unoccupied orbital energy (spin up / spin down) in eV: -0.62 / -0.62
Multiplicity: 1
Maximum force in Eh/bohr: 0.0059
Total charge: 0
Gap between HOMO and LUMO (spin up / spin down) in eV: 8.28 / 8.27
Molecular weight in g mol⁻¹: 98.145

***

Entry 3:
C6H10O | the ωB97M-V functional and the def2-TZVPD basis

Atoms and positions in Å:
C 1.192 -1.579 -0.814
C 1.417 -1.056 0.388
O 1.201 -1.659 1.589
H 0.806 -2.588 -0.947
H 1.392 -0.989 -1.701
H 1.795 -0.047 0.523
H 0.894 -2.562 1.429
C 0.635 1.986 -0.897
C 1.693 2.410 -1.282
H -0.297 1.592 -0.540
H 2.628 2.794 -1.628
C -1.909 -0.295 0.560
C -2.544 0.860 0.734
H -1.186 -0.668 1.282
H -2.081 -0.913 -0.319
H -3.265 1.234 0.011
H -2.370 1.479 1.612

Lowest unoccupied orbital energy in eV: 0.94
Multiplicity: 1
Maximum force in Eh/bohr: 0.0107
Total charge: 0
Gap between HOMO and LUMO in eV: 10.05
Molecular weight in g mol⁻¹: 98.145

***

Entry 4:
C6H10O | the ωB97M-V functional and the def2-TZVPD basis

Atoms and positions in Å:
C -0.272 1.615 1.460
C -0.022 0.633 0.363
C 1.224 0.308 -0.259
C 1.113 -0.821 -1.150
C -0.364 -1.121 -1.263
C -0.960 -0.501 0.020
O -0.950 -1.466 1.081
H -0.407 1.108 2.429
H -1.188 2.194 1.282
H 0.556 2.324 1.570
H 2.168 0.804 -0.036
H 1.854 -1.051 -1.906
H 0.730 0.807 -1.182
H -0.806 -0.646 -2.161
H -0.625 -2.184 -1.304
H -2.010 -0.211 -0.087
H -0.040 -1.792 1.143

Lowest unoccupied orbital energy (spin up / spin down) in eV: 0.65 / 0.80
Multiplicity: 1
Maximum force in Eh/bohr: 0.0177
Total charge: 0
Gap between HOMO and LUMO (spin up / spin down) in eV: 7.40 / 7.68
Molecular weight in g mol⁻¹: 98.145

***

Entry 5:
C6H10O | the ωB97M-V functional and the def2-TZVPD basis

Atoms and positions in Å:
C 1.738 0.142 0.111
C 0.867 -1.084 -0.098
C -0.276 -1.400 0.823
C -0.564 -0.859 -0.551
C -1.006 0.561 -0.862
C -1.438 1.492 0.242
O -1.129 1.414 1.408
H 1.650 0.560 1.119
H 1.447 0.942 -0.582
H 2.791 -0.066 -0.101
H 1.370 -1.935 -0.551
H -0.517 -2.447 0.992
H -0.438 -0.750 1.674
H -0.951 -1.585 -1.263
H -1.755 0.578 -1.659
H -0.151 1.113 -1.287
H -2.027 2.364 -0.118

Lowest unoccupied orbital energy in eV: 1.01
Multiplicity: 1
Maximum force in Eh/bohr: 0.0107
Total charge: 0
Gap between HOMO and LUMO in eV: 10.58
Molecular weight in g mol⁻¹: 98.145

***

Entry 6:
C6H10O | the ωB97M-V functional and the def2-TZVPD basis

Atoms and positions in Å:
C -1.902 0.002 0.258
C -1.285 -1.177 0.258
C -0.723 -1.654 1.537
O -0.299 -2.770 1.732
H -2.523 0.361 -0.555
H -1.792 0.654 1.125
H -1.242 -1.854 -0.592
H -0.815 -0.911 2.361
C 1.855 0.052 0.260
C 1.254 0.315 -0.896
C 0.636 1.631 -1.259
H 2.299 -0.917 0.468
H 1.910 0.801 1.048
H 1.192 -0.468 -1.654
H 1.209 2.108 -2.063
H 0.618 2.314 -0.403
H -0.393 1.512 -1.624

Lowest unoccupied orbital energy in eV: 0.41
Multiplicity: 1
Maximum force in Eh/bohr: 0.0086
Total charge: 0
Gap between HOMO and LUMO in eV: 10.03
Molecular weight in g mol⁻¹: 98.145

***

Entry 7:
C6H10O | the ωB97M-V functional and the def2-TZVPD basis

Atoms and positions in Å:
C -1.267 -1.150 0.660
C 0.087 -1.862 0.652
C 0.809 0.760 0.924
C -0.008 -0.349 0.489
C 0.386 0.575 -0.580
C -0.569 1.599 -1.210
O 1.529 0.093 -1.346
H -1.886 -1.139 -0.231
H -1.832 -1.151 1.617
H 0.502 -2.422 1.528
H 0.316 -2.452 -0.289
H 0.366 1.592 1.332
H 1.656 0.609 1.490
H -0.946 1.264 -2.089
H -0.016 2.494 -1.469
H -1.365 1.873 -0.571
H 2.236 -0.333 -0.908

Lowest unoccupied orbital energy (spin up / spin down) in eV: 0.22 / -4.51
Multiplicity: 3
Maximum force in Eh/bohr: 0.1117
Total charge: 0
Gap between HOMO and LUMO (spin up / spin down) in eV: 2.12 / 7.17
Molecular weight in g mol⁻¹: 98.145

***

Entry 8:
C6H10O | the ωB97M-V functional and the def2-TZVPD basis

Atoms and positions in Å:
O 3.372 0.301 -1.445
C 2.759 -0.191 -0.536
C 1.470 0.370 0.021
C 0.566 -0.705 0.639
C -0.861 -0.696 0.008
C -2.696 0.928 -0.304
C -1.721 0.389 0.523
H 3.099 -1.182 -0.186
H 1.483 1.295 0.602
H 0.959 0.806 -0.853
H 0.499 -0.712 1.725
H 0.944 -1.683 0.330
H -0.818 -0.742 -1.079
H -1.402 -1.590 0.374
H -2.816 0.880 -1.381
H -3.337 1.732 0.061
H -1.500 0.800 1.500

Lowest unoccupied orbital energy (spin up / spin down) in eV: -5.53 / -9.32
Multiplicity: 2
Maximum force in Eh/bohr: 0.0513
Total charge: +1
Gap between HOMO and LUMO (spin up / spin down) in eV: 7.69 / 3.87
Molecular weight in g mol⁻¹: 98.145

***

Q: Which ΔE to the lowest compared entry with this formula, charge and spin values were calculated for the entries above? A: 244.3 513.2 350.9 371.2 97.1 148.7 430.2 260.5, in kJ/mol.